{
  "formula": "C3H5BrS",
  "method": "ωB97M-V/def2-TZVPD",
  "symbols": ["C", "C", "C", "S", "Br", "H", "H", "H", "H", "H"],
  "coordinates": [[1.286564, -0.387359, -0.251332], [2.519667, -0.782234, 0.122824], [-1.223549, 0.219903, -0.026440], [-0.115022, -1.247623, 0.050895], [4.271286, 0.061725, -0.050201], [1.133671, 0.540048, -0.711502], [2.834743, -1.685816, 0.644113], [-1.238605, 0.623517, -1.034549], [-0.668406, 0.942816, 0.629683], [-2.199555, -0.065450, 0.472038]],
  "forces_ev_per_angstrom": [[-4.701, 1.692, -1.697], [7.877, -3.152, 2.434], [0.201, -0.268, 1.911], [-0.264, 0.444, 0.129], [-1.701, 0.172, -0.226], [-0.074, 1.196, -0.633], [-1.004, 0.120, -0.236], [-0.477, -0.208, -0.046], [-0.841, -0.502, -0.556], [0.986, 0.505, -1.080]],
  "mulliken_spin": [0.6451, 0.7825, 0.0396, 0.4064, 0.0731, 0.0361, 0.0142, 0.0135, -0.0154, 0.0050],
  "homo_lumo_gap_ev": [5.90, 8.12],
  "homo_energy_ha": [-0.18903, -0.37250],
  "e_tot_ha": -3089.33002,
  "relative_energy_kj_mol": 44.8,
  "spin_multiplicity": 3
}